No. 1
A structure of composition C25H27BrN5O2PtS at a distorted geometry. Source: the OMol25 dataset; level of theory: wB97M-V/def2-TZVPD.

Properties
ΔE to the lowest compared entry with this formula, charge and spin, eV: 0.0000
E, eV: -122027.2611
LUMO energy (spin up / spin down), eV: -3.43 / -3.66
2S+1: 1
Net charge: +1
Highest occupied orbital energy (spin up / spin down), eV: -10.64 / -10.80

Each line ends with the Löwdin charge.
Cartesian coordinates (Å):
1 Pt 0.70 0.01 -0.24  1.130
2 Br 4.17 0.49 -0.28  0.807
3 C 3.22 1.10 -1.79  -0.735
4 C 3.89 1.77 -2.80  -0.083
5 C 3.14 2.21 -3.89  -0.012
6 C 1.78 1.96 -3.93  0.030
7 C 1.20 1.28 -2.88  -0.163
8 N 1.92 0.86 -1.82  -0.082
9 C -0.29 0.94 -2.87  -0.593
10 O -0.99 1.34 -3.77  0.090
11 O -0.69 0.25 -1.85  -0.163
12 H 4.95 1.94 -2.74  0.111
13 H 3.63 2.74 -4.70  0.124
14 H 1.14 2.27 -4.75  0.132
15 C 2.18 -5.04 1.22  -0.151
16 C 2.69 -4.03 0.21  -0.166
17 N 1.86 -2.84 0.29  0.069
18 C 0.52 -2.88 0.49  -0.351
19 N -0.16 -1.76 0.37  -0.103
20 C -1.62 -1.75 0.49  -0.211
21 C -2.20 -3.12 0.19  -0.141
22 C -1.48 -4.14 1.05  -0.136
23 N -0.04 -4.05 0.84  -0.032
24 C 0.71 -5.30 0.93  -0.140
25 H 2.30 -4.64 2.22  0.125
26 H 2.74 -5.97 1.14  0.124
27 H 2.67 -4.45 -0.80  0.128
28 H 3.72 -3.74 0.43  0.125
29 H 2.22 -1.97 -0.08  0.068
30 H -2.00 -1.02 -0.23  0.092
31 H -1.91 -1.41 1.49  0.115
32 H -2.05 -3.36 -0.86  0.130
33 H -3.27 -3.13 0.39  0.124
34 H -1.79 -5.16 0.80  0.128
35 H -1.71 -3.98 2.11  0.135
36 H 0.59 -5.87 0.00  0.135
37 H 0.27 -5.88 1.74  0.130
38 N 0.42 0.64 1.76  -0.470
39 S -0.48 1.88 2.23  1.093
40 C -2.14 1.66 1.63  -0.417
41 C -3.07 1.27 2.59  -0.092
42 C -4.37 0.97 2.19  -0.064
43 C -4.72 1.06 0.85  -0.054
44 C -3.79 1.46 -0.10  -0.046
45 C -2.49 1.76 0.28  -0.090
46 C 0.11 3.24 1.23  -0.393
47 C -0.72 4.32 0.96  -0.075
48 C -0.23 5.38 0.22  -0.054
49 C 1.08 5.37 -0.23  -0.059
50 C 1.91 4.30 0.07  -0.063
51 C 1.44 3.23 0.82  -0.108
52 H 0.57 0.01 2.54  0.016
53 H -2.78 1.21 3.63  0.109
54 H -5.10 0.67 2.93  0.112
55 H -5.73 0.84 0.55  0.113
56 H -4.06 1.53 -1.14  0.122
57 H -1.76 2.05 -0.46  0.104
58 H -1.75 4.33 1.30  0.118
59 H -0.87 6.22 0.00  0.116
60 H 1.46 6.20 -0.82  0.113
61 H 2.94 4.30 -0.26  0.111
62 H 2.09 2.41 1.09  0.067

---

No. 2
A cluster of 2 separate species, C25H25N5 in total at a distorted geometry. Source: the OMol25 dataset; level of theory: wB97M-V/def2-TZVPD.

Properties
ΔE to the lowest compared entry with this formula, charge and spin, eV: 4.2596
E, eV: -33778.1153
LUMO energy, eV: -2.00
2S+1: 1
Net charge: 0
Highest occupied orbital energy, eV: -5.98

Each line ends with the Löwdin charge.
Cartesian coordinates (Å):
1 C 5.59 -3.19 0.99  -0.025
2 N 4.27 -3.18 0.41  -0.123
3 C 3.75 -4.34 -0.29  -0.122
4 C 2.34 -3.91 -0.76  -0.082
5 C 2.20 -2.51 -0.27  -0.145
6 C 3.38 -2.16 0.44  -0.160
7 C 3.47 -0.94 1.13  0.011
8 C 2.37 -0.10 1.12  -0.004
9 C 1.23 -0.35 0.28  -0.183
10 C 0.16 0.56 0.07  0.092
11 C 0.08 1.92 0.43  -0.184
12 C -1.18 2.58 0.29  0.065
13 C -1.34 3.87 0.73  -0.146
14 C -0.27 4.55 1.37  -0.159
15 N -0.67 5.80 1.74  -0.123
16 C 0.12 6.78 2.43  -0.026
17 C -2.03 6.10 1.32  -0.123
18 C -2.50 4.79 0.63  -0.082
19 C 1.00 3.96 1.48  0.011
20 C 1.18 2.71 0.93  -0.005
21 C 1.15 -1.63 -0.37  0.066
22 H 5.80 -2.21 1.43  0.080
23 H 5.66 -3.96 1.77  0.099
24 H 6.34 -3.42 0.23  0.098
25 H 4.40 -4.62 -1.14  0.126
26 H 3.70 -5.21 0.38  0.127
27 H 2.26 -3.98 -1.85  0.126
28 H 1.59 -4.57 -0.33  0.130
29 H 4.38 -0.69 1.69  0.106
30 H 2.37 0.75 1.78  0.101
31 H -0.71 0.15 -0.45  0.115
32 H -2.02 2.05 -0.17  0.140
33 H 1.09 6.36 2.69  0.080
34 H 0.27 7.68 1.81  0.098
35 H -0.39 7.11 3.35  0.098
36 H -2.66 6.36 2.18  0.126
37 H -2.04 6.95 0.62  0.127
38 H -2.78 5.00 -0.41  0.128
39 H -3.39 4.40 1.14  0.128
40 H 1.81 4.51 1.96  0.106
41 H 2.19 2.33 0.86  0.101
42 H 0.26 -1.89 -0.94  0.134
43 C -3.47 -4.53 -3.46  -0.140
44 C -2.78 -3.37 -3.12  -0.076
45 C -3.37 -2.51 -2.18  -0.317
46 C -4.64 -2.82 -1.61  -0.307
47 C -5.31 -4.00 -1.96  -0.059
48 C -4.71 -4.85 -2.88  -0.136
49 N -4.95 -1.80 -0.73  -0.032
50 N -3.92 -0.93 -0.77  -0.147
51 N -2.94 -1.32 -1.61  -0.054
52 H -3.04 -5.23 -4.19  0.082
53 H -1.82 -3.06 -3.53  0.085
54 H -6.27 -4.18 -1.47  0.095
55 H -5.20 -5.78 -3.18  0.085